No. 1
ORCA calculation (the ωB97M-V functional and the def2-TZVPD basis) on C40H40BIrN8S as an isolated structure.

Calculated values
2S+1: 1
Charge: 0
HOMO level (Eh): -0.280
Energy above the lowest of the compared OMol25 structures with the same formula, charge and spin (eV): 0.000

Geometry (Å):
Ir: 0.132875 -0.035485 0.056546
C: -2.002869 -3.307873 -3.823300
C: -0.940754 -2.402109 -3.299288
C: 0.277318 -2.063245 -3.852566
C: 0.869518 -1.164729 -2.949751
N: 0.053585 -1.001168 -1.912115
N: -1.049347 -1.747820 -2.126405
B: -2.211582 -1.618832 -1.125263
N: -2.599473 -0.131501 -0.945606
N: -1.638155 0.773260 -0.647849
C: -2.191959 1.984293 -0.680433
C: -3.551881 1.855360 -0.980362
C: -3.769552 0.501405 -1.149769
C: -5.024589 -0.217871 -1.510040
C: -1.416028 3.206783 -0.444662
C: -0.141810 3.343351 -0.986493
C: 0.613396 4.476196 -0.734955
C: 0.091133 5.492801 0.051421
C: -1.192259 5.377956 0.568186
C: -1.946215 4.242256 0.318614
N: -1.754275 -2.160598 0.248816
N: -0.759489 -1.567734 0.977553
C: -0.592507 -2.284469 2.115922
C: -1.507906 -3.349556 2.068705
C: -2.216266 -3.233729 0.902307
C: -3.296530 -4.114362 0.372260
C: 0.334477 -2.104043 3.266448
C: 1.275257 -1.090846 3.401125
C: 2.116136 -1.026030 4.501705
C: 2.032257 -1.972077 5.507346
C: 1.084309 -2.980395 5.405430
C: 0.252349 -3.044920 4.302431
C: 2.160843 -0.470515 -3.049674
C: 2.448705 0.652854 -2.278365
C: 3.684889 1.269355 -2.333695
C: 4.657113 0.780609 -3.195903
C: 4.378801 -0.321605 -3.989782
C: 3.141698 -0.943668 -3.916267
H: -1.673256 -3.749383 -4.761403
H: -2.934001 -2.770186 -4.005149
H: -2.216641 -4.115071 -3.122018
H: 0.662050 -2.392884 -4.802085
H: -3.146322 -2.247667 -1.515943
H: -4.271551 2.647876 -1.092800
H: -5.824124 0.503265 -1.665614
H: -5.327838 -0.901315 -0.716045
H: -4.901791 -0.800094 -2.423156
H: 0.236930 2.571994 -1.647490
H: 1.607947 4.565215 -1.152671
H: 0.678540 6.379018 0.252361
H: -1.603808 6.172365 1.176982
H: -2.939202 4.143869 0.740409
H: -1.662446 -4.108624 2.811479
H: -3.454047 -4.939352 1.064037
H: -3.032374 -4.526892 -0.601304
H: -4.236347 -3.573210 0.259957
H: 1.360449 -0.330550 2.655161
H: 2.847437 -0.229454 4.549342
H: 2.696624 -1.929189 6.360793
H: 0.992549 -3.725009 6.185617
H: -0.472370 -3.843745 4.265447
H: 1.695820 1.063656 -1.610077
H: 3.893999 2.117093 -1.694814
H: 5.628704 1.254262 -3.241420
H: 5.133006 -0.708872 -4.662344
H: 2.949259 -1.825768 -4.513149
S: 2.114703 -1.344727 0.330242
C: 3.356708 -0.372756 0.927000
N: 4.212299 0.289110 1.337003
C: -3.600545 1.870396 4.445317
N: -3.152147 0.825310 3.558815
C: -2.809225 -0.398976 4.231669
C: -2.359214 1.170743 2.393785
C: -0.906921 1.640797 2.533434
C: -0.628812 2.601772 3.510927
C: 0.612368 3.197501 3.641346
C: 1.601770 2.899879 2.717800
C: 1.327058 1.983037 1.719965
C: 0.102993 1.302283 1.613296
H: -4.518198 1.549345 4.946957
H: -3.828930 2.770734 3.871507
H: -2.881902 2.140575 5.233721
H: -3.580064 -0.630598 4.970926
H: -1.841957 -0.365119 4.757543
H: -2.778625 -1.216969 3.512878
H: -2.906574 1.977993 1.891552
H: -2.381768 0.311647 1.721497
H: -1.415227 2.905017 4.186041
H: 0.792192 3.911572 4.435375
H: 2.581081 3.358599 2.774566
H: 2.114389 1.787106 0.998057

Atomic forces in eV per Å
Ir -0.024 0.280 -0.571
C -0.004 0.004 -0.009
C 0.000 0.014 -0.003
C -0.054 0.066 -0.071
C 0.013 -0.051 0.057
N 0.215 -0.306 0.287
N -0.106 0.229 -0.098
B 0.028 -0.067 0.087
N 0.007 -0.041 -0.248
N -0.225 0.065 0.319
C -0.009 0.062 -0.008
C -0.010 -0.044 -0.065
C -0.004 -0.001 -0.035
C -0.003 0.005 0.007
C 0.013 0.038 0.005
C -0.050 0.022 -0.108
C -0.011 0.008 -0.005
C -0.008 0.000 -0.024
C 0.007 0.001 -0.010
C 0.047 0.001 0.027
N 0.046 0.146 0.012
N -0.242 -0.080 0.220
C 0.004 -0.029 -0.120
C -0.063 0.061 0.108
C 0.020 -0.054 -0.123
C -0.018 0.004 0.022
C -0.061 -0.021 0.012
C -0.062 0.080 0.056
C 0.016 0.014 -0.008
C 0.005 -0.018 0.017
C 0.007 0.006 -0.001
C -0.034 0.035 -0.003
C 0.020 0.007 -0.013
C -0.048 0.027 0.013
C 0.013 -0.012 -0.029
C -0.001 0.010 0.015
C -0.005 0.007 -0.018
C 0.015 -0.023 0.042
H -0.006 -0.002 -0.001
H 0.002 0.006 0.001
H 0.002 -0.003 0.000
H 0.009 -0.004 0.005
H -0.034 0.021 0.066
H 0.010 0.008 -0.021
H -0.003 -0.003 0.007
H 0.003 0.000 0.000
H -0.001 0.005 -0.006
H 0.014 -0.010 0.018
H -0.004 0.009 -0.012
H 0.006 -0.006 0.015
H 0.002 0.000 0.006
H 0.000 -0.008 0.009
H 0.004 -0.015 -0.044
H -0.009 0.001 -0.001
H 0.004 -0.005 0.004
H 0.004 0.004 0.003
H 0.006 0.111 -0.106
H -0.016 0.009 0.007
H -0.012 0.011 0.006
H 0.001 -0.006 -0.006
H 0.050 -0.006 0.019
H -0.013 0.017 -0.031
H -0.002 0.006 -0.004
H 0.001 -0.003 0.000
H 0.003 -0.005 0.006
H -0.010 0.003 -0.007
S 0.197 0.132 0.063
C -0.129 -0.047 0.048
N 0.030 -0.005 -0.033
C -0.016 0.027 0.002
N -0.137 -0.021 -0.095
C 0.163 0.010 0.110
C 0.104 -0.018 0.029
C -0.130 0.131 -0.099
C -0.054 -0.066 0.005
C 0.060 0.053 -0.034
C -0.062 0.065 0.025
C -0.095 -0.034 -0.155
C 0.483 -0.492 0.488
H -0.004 0.000 -0.007
H 0.012 0.007 0.001
H -0.040 -0.018 0.017
H 0.006 -0.005 -0.020
H 0.037 -0.005 -0.004
H 0.060 -0.089 -0.057
H 0.035 -0.053 -0.044
H -0.051 -0.035 0.018
H 0.049 -0.022 0.006
H 0.002 -0.009 0.008
H -0.011 0.026 -0.017
H 0.042 -0.110 0.074

No. 2
ORCA calculation (the ωB97M-V functional and the def2-TZVPD basis) on C40H40CeClNO2PSSe2 as an isolated structure.

Calculated values
2S+1: 1
Charge: +1
HOMO level (alpha / beta) (Eh): -0.393 / -0.393
Energy above the lowest of the compared OMol25 structures with the same formula, charge and spin (eV): 0.000

Geometry (Å):
Ce: -0.561659 2.638426 21.712967
O: -5.880721 1.796797 23.356369
C: -4.916290 2.777594 22.994997
C: -3.907468 2.827930 24.141273
C: -4.631897 3.165544 25.466620
O: -3.642686 3.379332 26.473858
C: -2.899981 4.007122 23.969956
Se: -2.363237 4.501722 22.146272
C: -3.267362 1.447104 24.373344
Se: -1.752341 0.884619 23.257525
H: -6.705008 1.939820 22.894039
H: -5.373104 3.742626 22.831056
H: -4.438114 2.502715 22.074613
H: -5.255614 2.318315 25.772184
H: -5.263524 4.040611 25.364529
H: -3.829309 4.161213 27.012153
H: -1.997748 3.789019 24.547513
H: -3.312665 4.927402 24.355780
H: -4.008795 0.641177 24.298936
H: -2.840679 1.406870 25.365203
Cl: -0.463761 4.740165 19.313379
C: -1.782994 4.338720 18.228025
C: -2.448697 5.394921 17.638167
C: -3.511167 5.133408 16.790879
C: -3.876327 3.792809 16.558119
C: -3.142876 2.767063 17.136497
C: -2.075540 2.998053 17.981768
P: -1.163018 1.580353 18.715814
C: -0.074907 0.964992 17.392685
C: 0.736192 -0.114354 17.731669
C: 1.515704 -0.734647 16.761338
C: 1.477006 -0.269406 15.461779
C: 0.675754 0.804215 15.106470
C: -0.108052 1.425064 16.080314
C: -2.489820 0.311742 18.894704
C: -3.470890 0.554423 19.882887
C: -4.499014 -0.374017 20.082849
C: -4.565722 -1.499522 19.276171
C: -3.655436 -1.697028 18.267368
C: -2.626341 -0.798082 18.066313
H: -2.148038 6.421952 17.844339
H: -4.025267 5.966354 16.324750
H: -4.714899 3.560682 15.922555
H: -3.458068 1.742534 16.904029
H: 0.777100 -0.493210 18.752597
H: 2.121654 -1.591935 17.031018
H: 2.092634 -0.727552 14.690161
H: 0.645801 1.148802 14.088570
H: -0.746918 2.230717 15.793807
H: -3.391589 1.415070 20.507194
H: -5.237594 -0.178837 20.836418
H: -5.342581 -2.226450 19.414629
H: -3.765038 -2.575705 17.610071
H: -1.899885 -1.000263 17.297417
C: 0.508021 -4.631594 20.124408
C: -0.265452 -3.620980 21.003828
C: -0.986088 -4.352974 22.159917
C: -1.322939 -2.959039 20.138093
C: 0.714309 -2.609755 21.601822
C: 1.842194 -3.080341 22.285296
C: 2.742552 -2.179851 22.881651
C: 2.538747 -0.822786 22.746209
S: 3.415250 0.504424 23.429608
C: 2.296892 1.623318 22.713590
N: 1.323688 1.029239 22.072280
C: 1.412919 -0.357348 22.088971
C: 0.506315 -1.243311 21.508131
C: 2.378893 3.129242 22.851180
C: 3.465838 3.811793 23.351741
C: 3.435979 5.215695 23.374355
C: 2.342808 5.927471 22.939402
C: 1.224271 5.238449 22.485203
C: 1.242951 3.839399 22.481929
H: -0.196482 -5.334333 19.646813
H: 1.208416 -5.188174 20.716457
H: 1.042766 -4.112995 19.344511
H: -1.627804 -5.124583 21.723266
H: -1.602643 -3.655335 22.753141
H: -0.283533 -4.825582 22.837895
H: -1.940025 -3.736016 19.664152
H: -0.833372 -2.375566 19.355175
H: -1.981257 -2.316194 20.738466
H: 2.032882 -4.137567 22.399558
H: 3.629752 -2.556402 23.381079
H: -0.364408 -0.867669 20.997747
H: 4.349296 3.362214 23.775587
H: 4.293496 5.781078 23.740783
H: 2.387161 7.003716 22.971200
H: 0.348944 5.809796 22.139842

Atomic forces in eV per Å
Ce 0.244 -0.353 -1.314
O -0.051 -0.189 0.101
C -0.166 -0.423 0.797
C 0.200 0.671 0.081
C 0.061 -0.549 0.385
O 0.118 0.195 0.234
C 0.215 -1.006 0.023
Se -0.740 0.541 -0.139
C -0.061 0.116 -0.029
Se -0.388 -0.435 0.258
H -0.159 0.114 -0.194
H -0.189 0.502 0.099
H 0.432 -0.197 -0.537
H -0.026 0.163 -0.116
H -0.173 0.218 -0.237
H -0.135 -0.351 -0.316
H -0.145 0.107 -0.053
H -0.190 0.146 0.151
H 0.139 0.385 -0.097
H 0.013 0.091 0.287
Cl 0.238 -0.013 0.082
C 0.402 -0.332 0.150
C -0.005 0.363 0.080
C -0.123 -0.882 -0.097
C 0.382 0.975 0.152
C -0.983 -0.556 -0.681
C 0.168 0.131 0.106
P -0.283 0.154 0.474
C -0.323 -0.056 0.216
C 0.383 -0.248 -0.006
C -0.241 -0.027 0.413
C 0.341 -0.012 -0.706
C -0.205 0.073 0.732
C 0.378 -0.520 -0.205
C -0.527 0.519 0.062
C 0.301 -1.329 -0.703
C 0.709 0.721 -0.326
C -0.322 0.117 0.207
C -0.043 -0.677 -0.727
C 0.360 0.172 0.127
H -0.030 -0.319 0.014
H -0.084 -0.192 0.020
H -0.074 -0.029 -0.105
H 0.252 0.341 0.209
H -0.081 0.127 -0.094
H 0.039 0.105 -0.052
H -0.112 -0.046 0.206
H 0.012 0.099 -0.199
H -0.327 0.460 -0.052
H -0.053 0.564 0.388
H -0.200 -0.055 0.304
H -0.316 -0.157 0.140
H 0.187 0.528 0.398
H 0.154 0.078 -0.217
C -0.958 0.117 0.185
C 0.010 -0.269 0.252
C -0.097 0.245 -0.252
C -0.023 -0.064 0.062
C -0.253 -0.168 -0.203
C 0.812 1.158 0.747
C 0.073 -1.360 -0.472
C -0.237 0.091 0.410
S 0.204 0.439 -0.157
C 0.497 0.294 0.493
N -0.264 0.579 -0.205
C -0.107 0.213 -0.325
C 0.153 -0.078 0.018
C -0.110 -1.221 0.215
C 0.568 1.051 0.327
C 0.560 -0.391 0.286
C -0.143 -0.077 -0.170
C -0.070 0.120 0.024
C -0.637 0.464 -0.711
H 0.271 0.221 0.248
H 0.390 -0.414 0.182
H 0.256 0.195 -0.331
H -0.024 0.048 0.195
H 0.203 -0.231 -0.291
H 0.130 -0.150 0.088
H 0.127 0.271 0.106
H -0.218 0.036 -0.072
H 0.089 -0.018 -0.260
H -0.038 -0.011 -0.050
H -0.166 0.004 0.056
H -0.171 0.162 -0.071
H 0.109 -0.474 -0.188
H -0.125 -0.356 -0.015
H -0.170 0.178 -0.081
H 0.388 -0.428 0.266

For the records above, the corresponding E values read -2513.7915; -8231.0123 Ha.